# 1
Molecular formula: C25H50F9N6O7P2
Method: DFT, wB97M-V/def2-TZVPD

ORCA input file:
```
! wB97M-V def2-TZVPD RIJCOSX def2/J DEFGRID3
* xyz 1 1
C -1.6999 0.2100 8.2881
C -0.9707 1.2506 7.4262
O -1.8670 2.0370 6.6106
P -1.9537 1.4819 5.1090
O -1.9810 0.0105 5.1378
C -0.5029 2.1281 4.2099
C 0.5250 0.9944 3.9485
C 0.4006 0.4325 2.5264
N -0.5007 -0.7468 2.4716
C -0.8108 -0.9471 1.1517
N -1.8336 -1.6867 0.8702
C -2.3236 -1.9695 -0.4777
C -1.8005 -3.3760 -1.0456
N -0.5900 -3.7734 -0.3644
N -2.8252 -4.3962 -0.7590
N -1.5828 -3.2385 -2.4731
N -0.1374 -0.3758 0.0735
C 1.3054 -0.1926 0.2752
C 1.9169 0.7879 -0.7396
C 1.2268 2.1779 -0.7399
P 0.2527 2.2943 -2.2880
O -0.3832 0.9911 -2.5150
O 1.2618 2.5703 -3.4969
C 0.6932 2.1720 -4.7694
C 1.5574 2.6921 -5.9162
O -0.7958 3.5159 -2.2712
C -1.5243 3.6832 -1.0408
C -2.4905 2.5277 -0.6874
C 1.6800 0.2449 1.7311
C 2.8113 -0.5874 2.3121
F 3.9086 -0.2217 1.5995
F 3.1336 -0.2933 3.5839
C 2.7153 -2.1441 2.1670
F 1.4819 -2.6171 1.9436
F 3.4329 -2.4915 1.0876
C 3.3278 -2.9585 3.3430
F 4.5732 -2.6311 3.5757
F 3.3834 -4.2177 2.8922
C 2.4477 -2.9996 4.6495
F 3.2336 -2.8311 5.6781
F 1.9142 -4.1886 4.7864
F 1.4578 -2.1333 4.6454
O -3.3530 2.0482 4.5531
C -3.5194 1.9333 3.1370
C -3.9989 0.5523 2.6678
H -1.4533 -0.7957 7.9438
H -1.4571 0.2873 9.3475
H -2.7789 0.3308 8.1802
H -0.4815 1.9498 8.1082
H -0.1724 0.7747 6.8522
H -0.0241 2.8697 4.8550
H -0.7643 2.6724 3.3000
H 0.3890 0.2101 4.6926
H 1.5121 1.4429 4.0552
H -0.1623 1.2148 1.9885
H -1.3474 -0.5713 3.0190
H -2.3523 -2.0951 1.6382
H -2.0907 -1.1888 -1.1996
H -3.4129 -1.9979 -0.4031
H -0.4994 -4.7735 -0.5295
H 0.2190 -3.3271 -0.7855
H -3.6791 -4.0507 -1.1948
H -3.0043 -4.3010 0.2413
H -2.2918 -2.6598 -2.9127
H -0.6757 -2.8332 -2.6669
H -0.6306 0.4904 -0.1507
H 1.7607 -1.1510 0.0201
H 1.9069 0.3121 -1.7184
H 2.9625 0.9183 -0.4555
H 0.4649 2.2266 0.0466
H 1.9272 3.0027 -0.6074
H -0.3183 2.5722 -4.8771
H 0.6226 1.0890 -4.8802
H 2.5817 2.3247 -5.8294
H 1.5213 3.7808 -5.8656
H 1.1526 2.2904 -6.8458
H -0.8540 3.9290 -0.2122
H -2.1313 4.5769 -1.1834
H -2.5202 1.7340 -1.4327
H -2.2202 2.1428 0.3076
H -3.5089 2.9106 -0.5982
H 2.0939 1.2528 1.6244
H -2.6303 2.2119 2.5569
H -4.2963 2.6484 2.8623
H -5.0675 0.4248 2.8484
H -3.8813 0.5284 1.5761
H -3.4861 -0.2847 3.1468
C 2.0761 -0.9215 -10.2531
C 1.9960 -0.2898 -8.8725
C 3.2396 -0.5929 -8.0492
O 0.8401 -0.7756 -8.1864
H 2.1506 -2.0097 -10.1757
H 1.1745 -0.7026 -10.8262
H 2.9400 -0.5528 -10.8080
H 1.8768 0.7905 -8.9709
H 3.3549 -1.6699 -7.8984
H 3.1615 -0.1396 -7.0591
H 4.1385 -0.2135 -8.5374
H 0.9331 -1.7307 -8.0929
*
```

Largest force on an atom   1.9 eV Å⁻¹
Gap between HOMO and LUMO   9.360 eV
HOMO   -11.840 eV
E   -3419.26508 hartree

# 2
Molecular formula: C7H14
Method: DFT, wB97M-V/def2-TZVPD

ORCA input file:
```
! wB97M-V def2-TZVPD RIJCOSX def2/J DEFGRID3
* xyz 0 1
C -3.0039 0.1012 0.7424
C -1.9527 -0.0710 -0.0605
C -0.4591 0.8547 0.1978
C 0.5934 -0.0975 -0.1573
C 1.9426 1.0841 0.2566
C 0.7667 -1.2996 0.7559
C 0.7149 -0.4578 -1.6290
H -2.9282 0.7020 1.6471
H -3.9839 -0.3164 0.5164
H -2.0857 -0.6958 -0.9429
H -0.5637 1.6988 -0.4822
H -0.4847 1.1285 1.2519
H 2.6251 1.0296 -0.5938
H 1.6730 2.1307 0.4095
H 2.4526 0.7225 1.1513
H 1.7762 -1.7088 0.6500
H 0.0632 -2.0942 0.4942
H 0.6107 -1.0346 1.8041
H 0.5487 0.4118 -2.2694
H 1.7092 -0.8625 -1.8406
H -0.0143 -1.2256 -1.9014
*
```

Largest force on an atom   6.2 eV Å⁻¹
Relative energy (zero: lowest compared OMol25 entry of this formula, charge and spin)   57.5 kcal/mol
Gap between HOMO and LUMO   9.977 eV
HOMO   -9.043 eV
E   -275.02464 hartree
Structure (SMILES)   C=CCC(C)(C)C

# 3
Molecular formula: C9H10ClF3Si
Method: DFT, wB97M-V/def2-TZVPD

ORCA input file:
```
! wB97M-V def2-TZVPD RIJCOSX def2/J DEFGRID3
* xyz 0 1
C -2.7992 1.8507 -0.2263
C -1.6273 2.5799 -0.0556
C -2.7655 0.4598 -0.3821
C -0.4004 1.9038 -0.1403
C -1.5702 -0.1385 -0.4178
C -0.3990 0.5370 -0.1721
C -1.5876 -1.6550 -0.7482
C 1.8298 -2.0320 1.1363
C 3.0411 0.6238 0.2493
F 2.5861 1.8567 0.0153
F 4.1454 0.5354 -0.4889
F 3.4396 0.5977 1.5215
Si 1.7649 -0.7349 -0.1846
Cl 2.5196 -1.4367 -1.8850
H -3.8321 2.4724 -0.2714
H -1.7319 3.6113 0.1487
H -3.7107 -0.0363 -0.4654
H 0.4292 2.5188 0.2417
H -2.2130 -1.9464 -1.5371
H -0.6348 -2.2132 -0.8151
H -2.1111 -2.0578 0.1393
H 2.6309 -2.6743 0.9887
H 1.8987 -1.8541 2.1430
H 1.0975 -2.7681 1.2059
*
```

Largest force on an atom   4.3 eV Å⁻¹
Relative energy (zero: lowest compared OMol25 entry of this formula, charge and spin)   14.1 kcal/mol
Gap between HOMO and LUMO   9.521 eV
HOMO   -9.070 eV
E   -1398.20098 hartree

# 4
Molecular formula: C2H6O4S2
Method: DFT, wB97M-V/def2-TZVPD

ORCA input file:
```
! wB97M-V def2-TZVPD RIJCOSX def2/J DEFGRID3
* xyz 0 1
C 1.7503 1.4237 -0.3184
C -2.0341 -1.5288 0.1087
O 0.0205 -0.1296 0.9667
O -2.1113 1.0476 0.7235
O -0.8541 0.4027 -1.2724
O 1.9304 -1.1722 -0.4811
S 1.6818 -0.1892 0.5484
S -1.2832 0.0991 0.0574
H 2.7978 1.6753 -0.4502
H 1.2521 2.1745 0.2831
H 1.2613 1.3150 -1.2798
H -2.8763 -1.4778 0.7831
H -2.3489 -1.7610 -0.9019
H -1.2899 -2.2324 0.4512
*
```

Largest force on an atom   1.2 eV Å⁻¹
Relative energy (zero: lowest compared OMol25 entry of this formula, charge and spin)   24.3 kcal/mol
Gap between HOMO and LUMO   10.742 eV
HOMO   -10.159 eV
E   -1177.09469 hartree

# 5
Molecular formula: C23H61N5O11
Method: DFT, wB97M-V/def2-TZVPD

ORCA input file:
```
! wB97M-V def2-TZVPD RIJCOSX def2/J DEFGRID3
* xyz 0 1
C -8.0141 -1.6769 -2.1032
O -7.2914 -0.5154 -2.4268
C -7.4333 0.5217 -1.4895
C -6.6407 0.3328 -0.2092
N -5.2118 0.2809 -0.4680
C -4.4405 0.0655 0.7468
C -2.9685 -0.1388 0.4820
O -2.2954 1.0858 0.2049
C -2.0240 1.3098 -1.1813
H -7.8398 -2.3814 -2.9135
H -9.0979 -1.5014 -2.0502
H -7.6948 -2.0969 -1.1452
H -8.4880 0.6878 -1.2215
H -7.1046 1.4350 -1.9948
H -6.9534 -0.5958 0.2741
H -6.9005 1.1527 0.4814
H -4.9397 1.1533 -0.9054
H -4.8194 -0.7949 1.2981
H -4.4991 0.9549 1.3983
H -2.7245 -0.9513 -0.2075
H -2.5229 -0.4749 1.4307
H -1.5991 2.3130 -1.2377
H -2.9172 1.2154 -1.7973
H -1.2389 0.6474 -1.5650
C -1.0527 1.9089 3.7557
O -1.0233 3.3103 3.6596
C -0.7013 3.7472 2.3392
C -0.9534 5.2353 2.2921
N -2.3788 5.5205 2.2051
C -2.6246 6.9595 2.1375
C -4.1075 7.2215 2.1029
O -4.7917 6.6118 3.1962
C -4.5094 7.2074 4.4538
H -0.1013 1.4525 3.4410
H -1.8202 1.4678 3.1081
H -1.2381 1.6767 4.8017
H -1.3597 3.2533 1.6183
H 0.3670 3.5549 2.1785
H -0.4825 5.6490 1.3949
H -0.4767 5.7015 3.1680
H -2.8306 5.1999 3.0571
H -2.1768 7.3409 1.2148
H -2.1586 7.5157 2.9656
H -4.5710 6.7695 1.2278
H -4.3195 8.2993 2.1091
H -5.0780 6.6299 5.1784
H -4.7894 8.2643 4.4569
H -3.4499 7.1111 4.7170
C 5.1595 -3.0374 -5.5245
O 5.1795 -2.6472 -4.1657
C 6.1312 -3.3668 -3.4168
C 5.8136 -3.2296 -1.9464
N 4.9438 -4.3046 -1.4596
C 4.8462 -4.2406 0.0152
C 3.6898 -5.0877 0.4943
O 2.5063 -4.5332 -0.0281
C 1.3055 -4.9667 0.5805
H 4.5333 -2.3243 -6.0574
H 4.7630 -4.0502 -5.6395
H 6.1606 -2.9868 -5.9718
H 7.1392 -2.9734 -3.6150
H 6.1290 -4.4306 -3.6854
H 5.3407 -2.2425 -1.8148
H 6.7256 -3.2116 -1.3463
H 3.9930 -4.0573 -1.7329
H 4.6934 -3.2084 0.3696
H 5.7748 -4.6173 0.4513
H 3.6617 -5.0617 1.5958
H 3.8188 -6.1411 0.2168
H 0.4952 -4.3943 0.1316
H 1.3374 -4.8268 1.6638
H 1.1084 -6.0160 0.3259
N 2.1313 -1.4836 0.4508
C 0.8350 -1.1472 0.1861
N 0.4360 0.0819 0.6280
O 0.0843 -1.8692 -0.4755
H 2.6747 -0.8124 0.9694
H 2.4707 -2.3993 0.2050
H 1.0646 0.6099 1.2060
H -0.5092 0.3447 0.3903
O 0.4562 -2.5799 -3.2240
C 1.6580 -3.3241 -3.1392
C 1.9395 -3.9372 -4.4708
O 0.9224 -4.8424 -4.9128
H 0.3211 -2.1420 -2.3702
H 2.4892 -2.6484 -2.8871
H 1.5883 -4.0883 -2.3559
H 2.8671 -4.5218 -4.4742
H 2.0728 -3.1788 -5.2476
H 0.2650 -4.9440 -4.2189
O 3.5014 0.5113 2.2513
C 4.8752 0.2249 2.0558
C 5.6612 1.4523 1.6221
O 7.0523 1.1335 1.5941
H 3.4043 0.8695 3.1367
H 5.3243 -0.1296 2.9939
H 5.0938 -0.5719 1.3430
H 5.5009 2.3231 2.2615
H 5.3604 1.7223 0.6051
H 7.4975 1.6660 2.2566
*
```

Largest force on an atom   1.6 eV Å⁻¹
Relative energy (zero: lowest compared OMol25 entry of this formula, charge and spin)   19.9 kcal/mol
Gap between HOMO and LUMO   8.918 eV
HOMO   -8.787 eV
E   -2014.21614 hartree
Structure (SMILES)   COCCNCCOC.COCCNCCOC.COCCNCCOC.NC(N)=O.OCCO.OCCO

# 6
Molecular formula: C5H10N2O3S
Method: DFT, wB97M-V/def2-TZVPD

ORCA input file:
```
! wB97M-V def2-TZVPD RIJCOSX def2/J DEFGRID3
* xyz 0 1
C 1.7197 0.5622 -1.3929
C 0.4119 0.5047 0.7683
C -1.5138 -0.9954 1.3798
C -1.9359 1.1010 0.0671
C -0.9614 -0.0484 0.3192
N 1.0740 1.1527 -0.3669
N 1.8440 -0.8291 -1.3110
O 2.1765 1.1890 -2.3323
O 1.2376 -0.4571 1.3274
O 2.7778 -2.8927 -2.1737
S 2.7862 -1.4670 -2.3635
H 0.2715 1.2685 1.5393
H -0.8629 -1.8553 1.5116
H -2.4987 -1.3478 1.0862
H -1.5964 -0.4809 2.3344
H -1.5262 1.8216 -0.6370
H -2.1584 1.6119 1.0026
H -2.8705 0.7220 -0.3395
H -0.8030 -0.6020 -0.6131
H 1.0000 2.1558 -0.4426
H 1.4284 -1.1136 0.6365
*
```

Largest force on an atom   1.6 eV Å⁻¹
Relative energy (zero: lowest compared OMol25 entry of this formula, charge and spin)   39.6 kcal/mol
Gap between HOMO and LUMO   8.448 eV
HOMO   -10.124 eV
E   -929.93075 hartree

# 7
Molecular formula: C51H27Cl4N5O5Re
Method: DFT, wB97M-V/def2-TZVPD

ORCA input file:
```
! wB97M-V def2-TZVPD RIJCOSX def2/J DEFGRID3
* xyz 0 4
Re -0.0041 0.1975 0.2961
Cl -3.0220 -3.7974 -7.4957
C -2.5020 -3.3989 -5.8392
C -3.3132 -3.7247 -4.7953
C -2.9697 -3.2910 -3.5209
C -1.7897 -2.5957 -3.2876
C -0.9013 -2.3756 -4.3592
C -1.2974 -2.7298 -5.6535
C -1.4666 -2.0261 -1.9460
C -0.1747 -2.4095 -1.4103
C 0.5957 -3.4758 -1.8870
C 1.9067 -3.3055 -1.4224
C 1.8685 -2.1528 -0.6408
C 3.0448 -1.2547 -0.4621
C 4.3732 -1.9847 -0.6496
C 4.6791 -3.0037 0.2548
C 5.8205 -3.7479 0.1275
C 6.6983 -3.4638 -0.8823
Cl 8.0745 -4.5571 -1.1060
C 6.4837 -2.4308 -1.7633
C 5.3167 -1.6627 -1.6098
C 3.0497 -0.3873 0.7240
N 1.9086 0.2511 1.1109
C 2.2582 1.1622 2.0726
C 1.2820 1.7845 2.9450
C 1.7453 3.0048 3.6835
C 2.5471 2.9283 4.8170
C 3.0574 4.0999 5.4210
C 2.7989 5.2930 4.8077
Cl 3.5776 6.7263 5.4119
C 1.9112 5.4214 3.7356
C 1.3993 4.2701 3.1685
C 0.0016 1.3758 3.0943
C -0.9275 1.8384 4.0984
C -2.0995 1.2452 3.8508
C -1.9915 0.5370 2.5860
N -0.6585 0.4563 2.2391
C -3.1282 0.2399 1.8527
C -3.0572 -0.2005 0.5159
C -4.1804 -0.4594 -0.3589
C -3.7144 -1.0098 -1.5046
C -2.2912 -1.1407 -1.3574
N -1.9363 -0.4962 -0.1577
C -4.4815 0.4233 2.4903
C -4.9808 -0.5960 3.3083
C -6.1562 -0.4381 4.0367
C -6.8721 0.7258 3.8993
Cl -8.3336 0.9764 4.8113
C -6.4418 1.7261 3.0344
C -5.2300 1.5889 2.3369
C 3.6355 1.1444 2.2776
C 4.1218 0.1238 1.4342
N 0.6174 -1.6439 -0.5737
H -4.2372 -4.2566 -4.9571
H -3.5916 -3.5667 -2.7094
H 0.0411 -1.8811 -4.2182
H -0.6537 -2.4977 -6.4762
H 0.2294 -4.2395 -2.5810
H 2.8058 -3.8714 -1.7006
H 3.9788 -3.2250 1.0796
H 6.0313 -4.5530 0.8291
H 7.2057 -2.1794 -2.4880
H 5.1283 -0.8213 -2.2516
H 2.8213 1.9578 5.2326
H 3.7145 4.0451 6.2618
H 1.7636 6.3860 3.2845
H 0.7480 4.3264 2.3010
H -0.6966 2.4548 4.9597
H -3.0216 1.3400 4.4227
H -5.2323 -0.3091 -0.1203
H -4.3090 -1.2880 -2.3483
H -4.3839 -1.4759 3.5192
H -6.5131 -1.2372 4.6922
H -7.0805 2.5759 2.8904
H -4.8849 2.3724 1.7078
H 4.1740 1.7347 3.0305
H 5.1823 -0.1424 1.3838
O -0.2887 2.4504 -5.6866
C -0.1502 1.9742 -4.4225
C -0.8627 2.4798 -3.3486
C -0.6288 1.9923 -2.0780
N 0.2386 1.0089 -1.8395
C 0.9357 0.5113 -2.8943
C 0.7936 0.9855 -4.1686
C 2.0325 -0.5016 -2.6433
O 2.2959 -1.4136 -3.3993
O 2.7716 -0.1912 -1.5816
C -1.2679 2.5953 -0.8199
O -2.0743 3.5055 -0.8265
O -0.7786 2.0883 0.2782
H -0.9291 3.1538 -5.6789
H -1.6133 3.2630 -3.4715
H 1.4541 0.6690 -4.9224
*
```

Largest force on an atom   2.8 eV Å⁻¹
⟨S²⟩   3.891
Relative energy (zero: lowest compared OMol25 entry of this formula, charge and spin)   0.0 kcal/mol
Gap between HOMO and LUMO (alpha / beta)   5.423 / 4.369 eV
HOMO (alpha / beta)   -6.747 / -7.135 eV
E   -4528.77595 hartree

# 8
Molecular formula: C25H28Br12N6O12
Method: DFT, wB97M-V/def2-TZVPD

ORCA input file:
```
! wB97M-V def2-TZVPD RIJCOSX def2/J DEFGRID3
* xyz 0 1
C -2.8444 -0.1211 9.7641
N -2.7198 -1.6029 9.5676
O -1.8031 -2.1429 8.9315
O -3.4753 -2.3121 10.1876
H -3.2042 0.2290 10.7316
H -3.4140 0.3581 8.9678
H -1.8185 0.2286 9.6490
C -3.8752 -7.5816 5.3647
N -4.0719 -8.2915 6.6251
O -3.7430 -9.4091 6.6878
O -4.4274 -7.6014 7.6035
H -3.8682 -8.2482 4.5023
H -2.9088 -7.0789 5.3278
H -4.7139 -6.8956 5.2453
C 0.3493 -8.4302 0.4745
N -0.2720 -7.1636 -0.0755
O 0.4365 -6.4500 -0.7677
O -1.4204 -6.8521 0.2582
H 1.4013 -8.3895 0.1922
H -0.0141 -9.2381 -0.1606
H 0.2091 -8.4545 1.5552
C -1.2256 1.8460 -1.1468
C -0.4323 2.3252 -0.1016
C -0.5166 1.7789 1.1296
C -1.3721 0.6469 1.4067
C -2.1497 0.1653 0.3553
C -2.0799 0.7748 -0.9064
N -1.4117 0.0275 2.7526
O -0.6331 0.5369 3.5930
O -2.1616 -0.9166 2.9259
H -1.1048 2.2782 -2.1292
H 0.2193 3.1620 -0.3056
H 0.0357 2.2580 1.9245
H -2.8362 -0.6588 0.4816
H -2.6269 0.2848 -1.6983
C 3.0551 6.8651 -4.5056
C 2.5526 8.0739 -4.0047
C 2.0026 9.0081 -4.8871
C 2.0546 8.8102 -6.3007
C 2.6339 7.6804 -6.7224
C 3.1763 6.6929 -5.8773
N 1.6466 9.8854 -7.2272
O 1.6380 9.6607 -8.4355
O 1.2561 10.9204 -6.7547
H 3.5415 6.1396 -3.8705
H 2.5577 8.2808 -2.9447
H 1.8052 10.0126 -4.5430
H 2.7728 7.4908 -7.7765
H 3.6139 5.7880 -6.2725
C 8.0519 -4.0230 -0.8517
C 8.8193 -2.8782 -0.8265
C 8.2468 -1.6231 -0.9418
C 6.9004 -1.5143 -1.1170
C 6.1300 -2.6482 -1.2923
C 6.7251 -3.8799 -1.0569
N 6.2923 -0.1852 -1.3389
O 6.8213 0.7543 -0.8104
O 5.2606 -0.1809 -2.0003
H 8.3829 -4.9802 -0.4766
H 9.8451 -2.9488 -0.4962
H 8.8627 -0.7395 -0.8622
H 5.0506 -2.6800 -1.3128
H 6.1913 -4.8185 -1.0353
C -6.5476 5.2853 -1.0203
Br -6.2594 5.7244 0.9107
Br -5.4197 6.4960 -2.1316
Br -8.4483 5.4485 -1.5824
H -6.2711 4.2343 -1.1041
C -8.8915 -2.3063 -0.0302
Br -7.7274 -3.8655 0.4402
Br -8.7720 -1.8037 -1.9540
Br -8.4806 -0.8130 1.2030
H -9.9295 -2.5376 0.2087
C -4.4749 -4.3996 -9.1668
Br -5.2099 -3.2642 -10.6482
Br -4.3972 -3.3695 -7.4664
Br -2.6632 -5.1624 -9.4975
H -5.0786 -5.2980 -9.0385
C 5.6303 4.7614 5.3364
Br 5.0891 2.8908 4.9092
Br 4.3140 5.3646 6.7246
Br 5.5215 5.8081 3.7466
H 6.6218 4.7813 5.7889
*
```

Largest force on an atom   4.3 eV Å⁻¹
Gap between HOMO and LUMO   9.416 eV
HOMO   -10.056 eV
E   -33088.29119 hartree